[1]
13
Properties=species:S:1:pos:R:3:forces:R:3 method="wB97M-V/def2-TZVPD" homo_lumo_gap_ev="6.14 / 8.14" homo_energy_ha="-0.0669 / -0.1436" s2=0.7554 charge=-1 multiplicity=2 de_lowest_kcal_mol=58.0
C 0.951862 0.613329 1.138085 0.750 1.226 -1.343
N 1.128835 0.075923 -0.232629 -1.158 -1.869 0.248
C -0.094231 0.103617 -1.139966 1.438 0.163 0.479
C -1.336538 -0.617775 -0.550747 -0.107 1.203 0.819
O -2.479778 -0.380547 -1.060838 0.756 -0.937 -0.251
O -0.935463 -1.701581 0.277939 -0.263 -1.122 -1.331
H 1.920623 0.569966 1.621184 0.290 -0.804 0.392
H 0.925331 1.700933 1.022502 -1.062 0.159 0.267
H 0.163220 0.147999 1.733973 0.063 0.370 -0.013
H 1.039512 -0.924275 -0.013267 0.817 -0.062 -0.236
H -0.238333 1.144314 -1.341826 -0.868 0.742 -0.091
H 0.269436 -0.294710 -2.116110 -0.429 -0.262 0.608
H -1.314474 -0.437192 0.661699 -0.226 1.193 0.452

[2]
13
Properties=species:S:1:pos:R:3:forces:R:3 method="wB97M-V/def2-TZVPD" homo_lumo_gap_ev=10.22 homo_energy_ha=-0.3522 smiles="NC(=O)CCO" de_lowest_kcal_mol=15.5
N 1.660735 -0.146798 -0.871602 0.020 -0.120 -0.147
C 0.984991 -1.106833 -0.168603 0.128 -0.023 0.081
O 1.271440 -2.289625 -0.196779 -0.124 0.392 0.065
C -0.007998 -0.494179 0.818043 0.031 -0.002 0.132
C -1.242869 0.210903 0.276932 -0.060 -0.320 0.216
O -0.827300 1.222397 -0.629503 -0.229 0.206 -0.150
H 1.168078 0.697372 -1.125930 0.160 -0.019 0.177
H 2.473189 -0.423295 -1.396288 -0.209 -0.139 -0.236
H 0.602487 0.254950 1.330071 -0.222 -0.015 0.252
H -0.312838 -1.256872 1.539566 0.072 0.049 -0.191
H -1.927714 -0.498643 -0.208838 0.186 0.068 -0.013
H -1.777421 0.654806 1.131266 0.085 -0.072 -0.183
H -1.613469 1.643321 -0.994607 0.162 -0.003 -0.003

[3]
13
Properties=species:S:1:pos:R:3:forces:R:3 method="wB97M-V/def2-TZVPD" homo_lumo_gap_ev=10.25 homo_energy_ha=-0.3554 smiles="C=CO.NC=O" de_lowest_kcal_mol=70.1
C 1.302740 -0.893468 -1.126667 -1.915 -0.031 0.640
C 1.388506 0.389867 -1.427250 0.897 1.749 -0.897
O 2.481952 1.253746 -1.824269 -2.048 0.668 1.913
H 2.136064 -1.550027 -1.140648 0.541 -0.537 0.158
H 0.243857 -1.279555 -0.787307 2.384 0.787 -1.010
H 0.526812 1.000193 -1.528188 -1.159 0.103 0.433
H 2.139668 2.177179 -1.477460 1.299 -2.727 -1.254
N -1.004054 -0.318984 1.579844 -1.443 -1.375 0.864
C -2.379892 -0.013449 1.642270 2.514 0.049 -2.894
O -2.726712 1.096451 1.244656 -0.743 -1.645 1.642
H -0.401516 0.528655 1.480628 -0.252 -1.780 -0.048
H -0.775145 -1.380945 1.621696 0.222 3.180 0.073
H -2.932280 -1.009662 1.742694 -0.296 1.558 0.379

[4]
13
Properties=species:S:1:pos:R:3:forces:R:3 method="wB97M-V/def2-TZVPD" homo_lumo_gap_ev=10.26 homo_energy_ha=-0.3432 smiles="CO/C=N/OC" de_lowest_kcal_mol=103.7
C 0.749405 1.577846 1.618095 0.430 -0.042 0.072
O -0.119528 0.442940 1.778293 0.422 -0.844 -1.988
C -0.155446 -0.353205 0.632879 0.925 3.076 0.203
N 0.513532 0.131404 -0.360323 -0.305 -1.646 0.063
O 0.556919 -0.502064 -1.617704 -1.364 -0.753 0.611
C -0.615185 -1.327760 -1.887722 -1.708 1.684 1.583
H 0.459916 2.123086 2.514846 0.811 0.422 -0.121
H 1.818752 1.246904 1.514425 -0.912 0.308 0.674
H 0.600495 2.153036 0.682070 -0.525 -0.311 0.668
H -0.877723 -1.105498 0.823424 -0.279 -1.074 -0.550
H -0.635676 -2.290311 -1.291710 0.453 0.726 -1.163
H -1.533303 -0.724283 -1.404501 1.655 -1.193 -1.369
H -0.762160 -1.372095 -3.002071 0.396 -0.352 1.318